No. 1
# C5H12N2O2

The molecule C5H12N2O2 at a distorted geometry (wB97M-V/def2-TZVPD, the OMol25 dataset).

Geometry (Å):
C -2.5677 -1.1122 0.9458
C -1.1547 -0.7867 1.5177
C -0.0092 -0.9307 0.5952
N 0.9389 -1.8315 0.6028
N 1.8074 -1.8195 -0.5039
O -0.0518 0.0082 -0.4133
C 0.8460 1.1141 -0.1229
O 0.9224 2.0308 -1.1836
C -0.2990 2.8688 -1.2239
H -2.6654 -2.1686 0.6279
H -3.2528 -1.1096 1.7403
H -2.8565 -0.4650 0.1249
H -0.9395 -1.4422 2.3539
H -1.1835 0.2771 1.8199
H 1.3510 -1.4241 -1.4130
H 1.9770 -2.7749 -0.6703
H 0.4696 1.5316 0.7819
H 1.8672 0.6109 0.0848
H -1.1099 2.2679 -1.6109
H -0.1653 3.7369 -1.8305
H -0.5731 3.2849 -0.1978

Calculated values
energy relative to the best compared isomer or geometry (same formula, charge and spin) = 344.2 kJ/mol
lowest unoccupied orbital energy = 0.9249 eV
M = 132.163 g mol⁻¹
HOMO level = -8.8 eV
E = -457.6178 Ha
spin multiplicity = 1
SMILES string = CC/C(=N/N)OCOC
strongest force on any atom = 0.0544 Eh/bohr

Results of the Mulliken charge analysis, in e, for atoms 1 through 6: number 1, C, carries -1.192; number 2, C, carries -0.272; number 3, C, carries 0.547; number 4, N, carries -0.419; number 5, N, carries -0.518; number 6, O, carries -0.425

---

No. 2
# C5H12N2O2

The molecule C5H12N2O2 at a distorted geometry (wB97M-V/def2-TZVPD, the OMol25 dataset).

Geometry (Å):
C 2.9869 -0.2557 -0.5915
N 1.8640 -0.9142 0.0196
O 1.4970 -0.2905 1.2599
N 0.0615 0.1952 1.2012
C -0.0795 1.6450 0.9968
C -0.3890 -0.8005 0.1172
C -0.6262 -2.0640 1.0252
C -1.5585 -0.2808 -0.7536
O 0.7381 -0.9164 -0.7552
H 3.2873 -0.8300 -1.4063
H 2.8163 0.8151 -0.8517
H 3.7715 -0.2661 0.1080
H 0.7699 2.0288 1.4658
H 0.0297 1.8558 -0.1254
H -1.0091 1.7487 1.4525
H 0.2090 -2.5592 1.2128
H -1.3148 -2.6896 0.6324
H -1.0113 -1.6754 1.8769
H -2.0083 0.4866 -0.1587
H -2.2403 -1.0998 -0.9649
H -1.2284 -0.0063 -1.7001

Calculated values
energy relative to the best compared isomer or geometry (same formula, charge and spin) = 719.2 kJ/mol
lowest unoccupied orbital energy = 0.9893 eV
M = 132.163 g mol⁻¹
HOMO level = -8.1 eV
E = -457.4750 Ha
spin multiplicity = 1
SMILES string = CN1ON(C)C(C)(C)O1
strongest force on any atom = 0.0931 Eh/bohr

Results of the Mulliken charge analysis, in e, for atoms 1 through 6: number 1, C, carries -0.754; number 2, N, carries -0.109; number 3, O, carries -0.316; number 4, N, carries -0.176; number 5, C, carries -1.023; number 6, C, carries 1.570

---

No. 3
# C5H12N2O2

A cluster of 2 separate species, C5H12N2O2 in total (wB97M-V/def2-TZVPD, the OMol25 dataset).

Geometry (Å):
C -2.1694 1.8091 1.7687
N -0.9396 1.9924 1.0330
C 0.2918 1.5818 1.6703
C -0.9247 2.5324 -0.2150
O 0.0708 2.7208 -0.8999
H -2.3273 0.7436 2.0064
H -2.1499 2.3808 2.7118
H -3.0184 2.1633 1.1601
H 1.1334 1.7851 0.9870
H 0.4571 2.1390 2.6077
H 0.2777 0.5031 1.8999
H -1.9525 2.7960 -0.5642
C 1.3565 -3.6702 -1.5794
C 0.8061 -2.3083 -1.2170
N 1.4309 -1.2582 -1.8293
O -0.1238 -2.1451 -0.4394
H 0.7895 -4.4458 -1.0375
H 2.4203 -3.7520 -1.2996
H 1.2621 -3.8575 -2.6623
H 2.2084 -1.3979 -2.4793
H 1.1010 -0.3123 -1.6222

Calculated values
energy relative to the best compared isomer or geometry (same formula, charge and spin) = 53.5 kJ/mol
lowest unoccupied orbital energy = 0.8579 eV
M = 132.163 g mol⁻¹
HOMO level = -9.3 eV
E = -457.7285 Ha
spin multiplicity = 1
SMILES string = CN(C)C=O.CC(N)=O
strongest force on any atom = 0.0178 Eh/bohr

Results of the Mulliken charge analysis, in e, for atoms 1 through 6: number 1, C, carries -0.829; number 2, N, carries 0.141; number 3, C, carries -0.935; number 4, C, carries 0.200; number 5, O, carries -0.593; number 6, H, carries 0.295

---

No. 4
# C5H12N2O3

A cluster of 2 separate species, C5H12N2O3 in total at a distorted geometry (wB97M-V/def2-TZVPD, the OMol25 dataset).

Geometry (Å):
C -0.9901 2.7414 0.9241
N -0.0365 1.7285 1.1959
C -0.3046 0.4312 1.0882
O -1.4227 -0.0443 0.8974
C 0.9165 -0.4867 1.1364
C 1.1213 -1.5321 0.0668
N -0.0090 -2.3614 -0.0057
C -0.8259 -2.4074 -1.0919
O -0.6033 -1.8040 -2.1332
H -2.0398 2.5788 1.2213
H -0.9641 3.0004 -0.1478
H -0.5887 3.5913 1.5012
H 0.8137 2.1286 1.6004
H 1.0014 -1.0700 2.0734
H 1.8632 0.0707 1.0000
H 1.9816 -2.1905 0.2946
H 1.3613 -0.9725 -0.8577
H -0.3278 -2.7946 0.8645
H -1.5683 -3.2091 -0.8599
O 0.4966 1.0820 -2.7466
H 0.0944 1.2269 -3.6328
H 0.0307 0.2926 -2.3888

Calculated values
energy relative to the best compared isomer or geometry (same formula, charge and spin) = 108.3 kJ/mol
lowest unoccupied orbital energy = 0.6822 eV
M = 148.162 g mol⁻¹
HOMO level = -9.4 eV
E = -532.9528 Ha
spin multiplicity = 1
SMILES string = CNC(=O)CCNC=O.O
strongest force on any atom = 0.0460 Eh/bohr

Results of the Mulliken charge analysis, in e, for atoms 1 through 6: number 1, C, carries -0.851; number 2, N, carries -0.209; number 3, C, carries 0.606; number 4, O, carries -0.648; number 5, C, carries -0.386; number 6, C, carries -0.772

---

No. 5
# C5H12N2S

The molecule C5H12N2S at a distorted geometry (wB97M-V/def2-TZVPD, the OMol25 dataset).

Geometry (Å):
C -1.8174 -1.0175 1.6416
N -0.8130 -1.3455 0.6346
N -0.2495 -0.2097 0.0389
C -0.9430 0.4871 -0.8701
S -0.4398 1.7418 -1.8112
C 1.1850 0.0016 0.3129
C 1.4481 0.0210 1.8112
C 2.0113 -1.0579 -0.4225
H -2.6223 -0.4085 1.2527
H -1.3553 -0.4840 2.4582
H -2.2789 -1.9664 1.9790
H -1.1969 -1.9481 -0.0828
H -1.9603 0.0893 -0.9624
H 1.3986 0.9932 -0.0894
H 0.8707 0.7992 2.3242
H 1.1811 -0.9173 2.2621
H 2.5116 0.2147 2.0352
H 3.0662 -0.9020 -0.2306
H 1.7542 -2.0655 -0.0532
H 1.8004 -0.9916 -1.4684

Calculated values
energy relative to the best compared isomer or geometry (same formula, charge and spin) = 57.8 kJ/mol
lowest unoccupied orbital energy = 0.7366 eV
M = 132.232 g mol⁻¹
HOMO level = -8.3 eV
E = -705.3708 Ha
spin multiplicity = 1
SMILES string = CNN(C=S)C(C)C
strongest force on any atom = 0.0219 Eh/bohr

Results of the Mulliken charge analysis, in e, for atoms 1 through 6: number 1, C, carries -0.837; number 2, N, carries -0.518; number 3, N, carries 0.316; number 4, C, carries 0.003; number 5, S, carries -0.346; number 6, C, carries 0.470

---

No. 6
# C5H12N2Si

A cluster of 2 separate species, C5H12N2Si in total at a distorted geometry (wB97M-V/def2-TZVPD, the OMol25 dataset).

Geometry (Å):
C -1.7566 2.0884 -0.2418
C -1.3628 1.3097 2.4104
C -0.6018 -0.5711 -2.3242
C 0.3017 -1.4492 0.6429
C 1.7331 0.9787 -0.5819
N -2.1293 3.0979 -0.6567
N -1.2974 0.9296 0.2086
Si 0.0319 0.0367 -0.5698
H -2.4120 1.0229 2.4509
H -0.5368 0.5799 2.5748
H -1.0654 2.2944 2.3278
H 0.1707 -0.8744 -2.9650
H -1.3318 -1.4795 -2.1690
H -1.0273 0.1759 -2.8948
H 1.0353 -2.1617 0.0520
H 0.6223 -1.0715 1.6811
H -0.6507 -1.8866 0.9053
H 1.6644 1.9354 -1.2239
H 1.8808 1.4108 0.4391
H 2.5443 0.2743 -0.9315

Calculated values
energy relative to the best compared isomer or geometry (same formula, charge and spin) = 207.8 kJ/mol
lowest unoccupied orbital energy (spin up / spin down) = -1.2429 / -1.2446 eV
M = 128.251 g mol⁻¹
HOMO level (spin up / spin down) = -9.1 / -9.1 eV
E = -596.6230 Ha
spin multiplicity = 1
strongest force on any atom = 0.1012 Eh/bohr

Results of the Mulliken charge analysis, in e, for atoms 1 through 6: number 1, C, carries 0.478; number 2, C, carries -0.343; number 3, C, carries -1.113; number 4, C, carries -0.928; number 5, C, carries -0.866; number 6, N, carries -0.578

---

No. 7
# C5H12N3

A structure of composition C5H12N3 at a distorted geometry (wB97M-V/def2-TZVPD, the OMol25 dataset).

Geometry (Å):
C 2.7151 -1.6847 -0.0354
C 1.6137 -1.0453 0.3834
C -1.8816 -0.4058 0.2427
C 0.0616 2.2752 -0.1106
C 0.5151 -0.1479 -0.0948
N -3.0184 -1.0482 0.2296
N 0.2970 1.0341 0.6976
N -0.7965 -0.8682 -0.2892
H 3.4162 -2.1705 0.5719
H 3.0069 -1.5999 -1.0366
H 1.3828 -1.2601 1.5205
H -1.9233 0.4445 0.9009
H -0.5853 1.8505 -0.9022
H -0.4481 2.9419 0.4401
H 0.9322 2.6534 -0.4154
H 0.8922 0.1859 -1.3750
H -3.9009 -0.5606 0.1431
H -3.1646 -2.0320 0.1235
H 1.0793 1.1033 1.3467
H -0.7698 -1.5996 -0.9856

Calculated values
energy relative to the best compared isomer or geometry (same formula, charge and spin) = 309.7 kJ/mol
lowest unoccupied orbital energy = -3.5671 eV
M = 114.172 g mol⁻¹
charge = +1
HOMO level = -13.5 eV
E = -361.6501 Ha
spin multiplicity = 1
strongest force on any atom = 0.1118 Eh/bohr

Results of the Mulliken charge analysis, in e, for atoms 1 through 6: number 1, C, carries -0.813; number 2, C, carries -0.505; number 3, C, carries 0.121; number 4, C, carries -0.958; number 5, C, carries 0.522; number 6, N, carries -0.334

---

No. 8
# C5H12N3

The ion C5H12N3 with charge +1 at a distorted geometry (wB97M-V/def2-TZVPD, the OMol25 dataset).

Geometry (Å):
C 1.3317 -2.8108 0.7046
C -1.5381 2.4588 0.0402
C -1.3606 0.9049 -0.0075
C -0.4948 0.6514 -1.2358
C 0.9414 0.1509 -0.8811
N 1.7312 -1.7666 -0.0084
N 1.0160 -0.7390 0.1463
N 0.9768 -2.8266 1.9457
H -2.2610 2.7269 -0.7022
H -1.8956 2.7939 1.0627
H -0.4941 2.8049 -0.0916
H -0.9589 0.3700 0.9171
H -2.4266 0.5363 -0.1482
H -0.8672 -0.1296 -1.8586
H -0.4816 1.6093 -1.7563
H 1.2098 0.9936 -0.3253
H 1.5173 -0.0127 -1.8365
H 2.3162 -1.9507 -0.8420
H 0.5436 -3.6548 2.3100
H 1.1945 -2.1101 2.5669

Calculated values
energy relative to the best compared isomer or geometry (same formula, charge and spin) = 554.2 kJ/mol
lowest unoccupied orbital energy (spin up / spin down) = -5.8687 / -5.8621 eV
M = 114.172 g mol⁻¹
charge = +1
HOMO level (spin up / spin down) = -13.7 / -13.7 eV
E = -361.5570 Ha
spin multiplicity = 1
strongest force on any atom = 0.0798 Eh/bohr

Results of the Mulliken charge analysis, in e, for atoms 1 through 6: number 1, C, carries -0.068; number 2, C, carries -1.178; number 3, C, carries -0.259; number 4, C, carries -0.958; number 5, C, carries -0.423; number 6, N, carries 0.109

---

No. 9
# C5H12N3

A cluster of 2 separate species, C5H12N3 in total at a distorted geometry (wB97M-V/def2-TZVPD, the OMol25 dataset).

Geometry (Å):
C -2.5621 1.2861 0.1995
C -2.0245 -0.1537 0.1651
C -0.4911 -0.1099 -0.2121
C 0.1121 -1.6197 0.0345
C 1.5855 -1.4975 -0.1798
N 3.1736 3.3663 -1.0991
N 3.8470 2.4986 -1.1325
N 2.4301 -1.0366 0.7255
H -3.1982 1.4900 1.1922
H -1.7200 1.9434 0.2751
H -3.0821 1.5094 -0.6905
H -2.4666 -0.6901 -0.7091
H -2.1342 -0.6825 1.0357
H -0.5408 0.0807 -1.2783
H 0.0117 0.8466 0.2736
H -0.4173 -2.2031 -0.7007
H -0.1350 -1.8007 1.0572
H 2.1059 -1.8255 -1.1325
H 3.4448 -0.7642 0.5390
H 2.0611 -0.6377 1.6370

Calculated values
energy relative to the best compared isomer or geometry (same formula, charge and spin) = 137.3 kJ/mol
lowest unoccupied orbital energy = -5.0048 eV
M = 114.172 g mol⁻¹
charge = +1
HOMO level = -14.9 eV
E = -361.7158 Ha
spin multiplicity = 1
strongest force on any atom = 0.0713 Eh/bohr

Results of the Mulliken charge analysis, in e, for atoms 1 through 6: number 1, C, carries -1.028; number 2, C, carries -0.588; number 3, C, carries -0.616; number 4, C, carries -0.654; number 5, C, carries 0.075; number 6, N, carries -0.008

---

No. 10
# C5H12N3O

A cluster of 2 separate species, C5H12N3O in total at a distorted geometry (wB97M-V/def2-TZVPD, the OMol25 dataset).

Geometry (Å):
N 2.4371 -3.4899 0.5246
C 1.6737 -2.6544 -0.2899
C 0.0755 -2.5293 0.1137
N -0.5283 -3.9471 0.1120
H 3.4304 -3.5143 0.2046
H 2.1858 -2.1151 -1.2045
H -0.1090 -2.1104 1.1921
H -0.4476 -1.8132 -0.6511
H 0.0221 -4.5724 -0.5189
C 0.5979 1.7743 -0.5498
O 0.7178 0.9357 -1.4336
N -0.5962 2.1953 -0.0037
C -0.6534 3.1949 1.0422
C -1.8331 1.6206 -0.4905
H 1.4752 2.2746 -0.1079
H -1.1321 2.7577 1.9232
H -1.2435 4.0447 0.6871
H 0.3480 3.5410 1.3122
H -1.8092 0.5382 -0.3329
H -1.9201 1.8188 -1.5630
H -2.6909 2.0502 0.0341

Calculated values
lowest unoccupied orbital energy = 2.7594 eV
M = 130.171 g mol⁻¹
charge = -1
HOMO level = -0.9 eV
E = -437.0917 Ha
spin multiplicity = 1
strongest force on any atom = 0.1010 Eh/bohr

Results of the Mulliken charge analysis, in e, for atoms 1 through 6: number 1, N, carries -0.617; number 2, C, carries -0.174; number 3, C, carries -0.105; number 4, N, carries -0.716; number 5, H, carries 0.188; number 6, H, carries 0.230

---

No. 11
# C5H12N3O2

A structure of composition C5H12N3O2 at a distorted geometry (wB97M-V/def2-TZVPD, the OMol25 dataset).

Geometry (Å):
C 2.5806 -0.7853 0.0921
C 0.4632 1.1287 -1.1752
C 0.3045 0.9565 1.2474
C 1.1131 -1.1384 -0.0849
C 0.1976 0.1434 -0.0295
N -2.0698 0.2645 0.1093
N -1.1035 -0.5426 -0.0429
N -3.2443 0.0827 0.1758
O -3.8391 -1.5215 0.0577
O -4.1926 0.8869 0.1207
H 2.8348 -0.0479 -0.6436
H 2.8616 -0.4347 1.0839
H 3.0903 -1.6073 -0.1939
H 0.4474 0.8314 -2.2179
H -0.3954 1.7878 -1.2057
H 1.3485 1.6222 -1.0427
H 1.2160 1.4581 1.2052
H -0.4107 1.7489 1.3256
H 0.2885 0.3901 2.0644
H 0.9233 -1.6867 -0.9886
H 0.9556 -1.7539 0.9117
H -3.3697 -1.7830 -0.7688

Calculated values
energy relative to the best compared isomer or geometry (same formula, charge and spin) = 202.5 kJ/mol
lowest unoccupied orbital energy = 3.4946 eV
M = 146.170 g mol⁻¹
charge = -1
HOMO level = -2.6 eV
E = -512.2735 Ha
spin multiplicity = 1
strongest force on any atom = 0.0828 Eh/bohr

Results of the Mulliken charge analysis, in e, for atoms 1 through 6: number 1, C, carries -1.455; number 2, C, carries -1.986; number 3, C, carries -2.283; number 4, C, carries -0.363; number 5, C, carries 1.525; number 6, N, carries 0.067

---

No. 12
# C5H12N3O2

The ion C5H12N3O2 with charge +1 at a distorted geometry (wB97M-V/def2-TZVPD, the OMol25 dataset).

Geometry (Å):
C 0.5394 2.3899 -1.4545
O 0.8611 1.1199 -1.0143
C 0.0919 0.6881 0.1107
N -1.1187 -0.1083 -0.3681
N -0.8664 -1.3570 0.0568
C -1.8986 -2.3032 -0.4083
C 0.2716 -1.4808 0.9475
O 0.5833 -2.4356 1.6125
N 0.8259 -0.2175 0.9002
C 2.0644 0.2258 1.4838
H -0.6378 2.4919 -1.4727
H 1.0537 2.5231 -2.4569
H 0.8355 3.2303 -0.8597
H -0.1983 1.4098 0.7812
H -1.9912 0.2834 0.0834
H -1.0328 -0.0341 -1.3426
H -2.8024 -2.2599 0.2367
H -2.2374 -1.9809 -1.3758
H -1.4905 -3.3293 -0.2824
H 1.9450 1.2133 1.9042
H 2.4091 -0.4478 2.2601
H 2.7932 0.3790 0.6584

Calculated values
energy relative to the best compared isomer or geometry (same formula, charge and spin) = 206.2 kJ/mol
lowest unoccupied orbital energy = -3.6606 eV
M = 146.170 g mol⁻¹
charge = +1
HOMO level = -14.0 eV
E = -512.1375 Ha
spin multiplicity = 1
SMILES string = CO[C@H]1[NH2+]N(C)C(=O)N1C
strongest force on any atom = 0.0739 Eh/bohr

Results of the Mulliken charge analysis, in e, for atoms 1 through 6: number 1, C, carries -0.616; number 2, O, carries -0.405; number 3, C, carries -0.609; number 4, N, carries 0.110; number 5, N, carries -0.136; number 6, C, carries -0.850